[1]
6
Properties=species:S:1:pos:R:3:nbo_charge:R:1 method="wB97M-V/def2-TZVPD" homo_lumo_gap_ev=12.0 relative_energy_kj_mol=171.8 largest_force_ha_per_bohr=0.0768 e_homo_ev=-11.6 e_tot_ev=-21056.6505
C -0.025 -0.290 -0.122 0.86
O -0.911 0.648 -0.014 -0.64
F 1.266 0.241 1.155 -0.59
F 0.721 -0.304 -1.202 -0.27
Cl -0.461 -1.816 0.481 0.11
H -0.589 1.520 -0.299 0.53

[2]
7
Properties=species:S:1:pos:R:3:nbo_charge:R:1 method="wB97M-V/def2-TZVPD" homo_lumo_gap_ev="8.6 / 9.0" relative_energy_kj_mol=183.0 largest_force_ha_per_bohr=0.0765 e_homo_ev="-9.8 / -10.0" e_tot_ev=-21872.9212
C -0.296 0.869 -0.161 0.22
N 0.615 -1.196 -0.012 0.53
O 0.115 -1.778 0.862 -0.27
O 1.468 -1.434 -0.836 -0.33
F -0.992 1.115 -1.254 -0.30
Cl -1.391 0.805 1.295 -0.05
H 0.481 1.619 0.106 0.19

[3]
9
Properties=species:S:1:pos:R:3:nbo_charge:R:1 method="wB97M-V/def2-TZVPD" total_charge=-1 homo_lumo_gap_ev="4.5 / 7.7" relative_energy_kj_mol=10.8 largest_force_ha_per_bohr=0.1078 spin_multiplicity=3 e_homo_ev="-0.7 / -6.1" e_tot_ev=-30869.4887
C -0.069 0.473 0.368 0.15
N -1.955 1.385 -0.096 -0.10
N -0.842 1.533 0.651 -0.41
N -0.751 -0.304 -0.453 -0.44
N -1.923 0.275 -0.739 -0.12
O 1.756 -1.506 1.390 -1.05
P 2.046 -0.230 0.816 0.98
Cl 2.033 -0.513 -1.238 -0.44
H -0.294 -1.113 -0.699 0.43

[4]
10
Properties=species:S:1:pos:R:3:nbo_charge:R:1 method="wB97M-V/def2-TZVPD" total_charge=-2 homo_lumo_gap_ev=6.2 relative_energy_kj_mol=18.5 largest_force_ha_per_bohr=0.0625 e_homo_ev=-0.5 e_tot_ev=-43382.3949
C -0.310 -0.965 0.141 0.94
N 0.208 0.093 0.371 -0.84
O 2.190 -0.793 -1.137 -1.17
O 2.871 -0.200 1.175 -1.15
O -0.784 -2.020 -0.016 -0.51
O 2.191 1.725 -0.371 -1.14
P 2.320 0.252 -0.074 2.42
S -3.866 0.135 0.568 -0.64
Cl -5.463 0.979 -0.365 -0.36
H 0.642 0.794 -0.293 0.44

[5]
5
Properties=species:S:1:pos:R:3:nbo_charge:R:1 method="wB97M-V/def2-TZVPD" smiles="O=COCl" homo_lumo_gap_ev=11.0 relative_energy_kj_mol=17.3 largest_force_ha_per_bohr=0.0613 e_homo_ev=-10.8 e_tot_ev=-17668.2920
O -0.810 -1.632 0.001 -0.47
C 0.013 -0.824 -0.031 0.65
O 1.484 -1.275 0.019 -0.56
Cl 2.485 0.055 0.021 0.23
H -0.161 0.321 -0.015 0.15

[6]
6
Properties=species:S:1:pos:R:3:nbo_charge:R:1 method="wB97M-V/def2-TZVPD" smiles="O=C(Cl)OO" homo_lumo_gap_ev=11.5 relative_energy_kj_mol=176.9 largest_force_ha_per_bohr=0.0651 e_homo_ev=-11.0 e_tot_ev=-19715.1590
O 0.981 -0.307 0.940 -0.54
C 0.367 -0.630 -0.015 0.70
Cl 0.340 -2.207 -0.755 0.01
O -0.463 0.217 -0.775 -0.24
O -0.847 1.369 -0.141 -0.42
H -0.378 1.558 0.745 0.48

[7]
7
Properties=species:S:1:pos:R:3:nbo_charge:R:1 method="wB97M-V/def2-TZVPD" homo_lumo_gap_ev="7.4 / 7.4" relative_energy_kj_mol=331.7 largest_force_ha_per_bohr=0.0838 e_homo_ev="-9.1 / -9.1" e_tot_ev=-30550.0199
C -1.562 0.987 -1.408 1.02
O -0.600 1.554 -1.631 -0.52
O -2.448 0.331 -1.190 -0.50
O 0.190 -1.104 1.076 -0.79
S 3.112 -0.659 0.097 -0.15
Cl 1.653 0.051 1.126 0.46
H -0.344 -1.159 1.930 0.48

[8]
6
Properties=species:S:1:pos:R:3:nbo_charge:R:1 method="wB97M-V/def2-TZVPD" smiles="O=C(Cl)SS" homo_lumo_gap_ev=9.7 relative_energy_kj_mol=29.8 largest_force_ha_per_bohr=0.0763 e_homo_ev=-9.9 e_tot_ev=-37293.1686
O -1.762 -1.989 -0.989 -0.51
C -1.464 -1.281 -1.942 0.31
Cl -2.353 -1.399 -3.364 0.04
S -0.192 0.090 -2.006 0.08
S 1.174 -0.528 -0.525 -0.10
H 0.624 0.560 0.225 0.17

[9]
5
Properties=species:S:1:pos:R:3:nbo_charge:R:1 method="wB97M-V/def2-TZVPD" total_charge=+1 homo_lumo_gap_ev="7.7 / 7.6" relative_energy_kj_mol=226.4 largest_force_ha_per_bohr=0.1046 spin_multiplicity=5 e_homo_ev="-12.8 / -15.3" e_tot_ev=-40918.9708
H -0.293 -0.572 0.605 -0.42
O 0.468 -0.391 -1.691 -0.50
C 0.149 -1.183 -0.935 0.49
Co -1.047 1.068 1.225 0.59
Li 0.722 1.078 0.797 0.83

[10]
7
Properties=species:S:1:pos:R:3:nbo_charge:R:1 method="wB97M-V/def2-TZVPD" total_charge=-1 homo_lumo_gap_ev=5.4 relative_energy_kj_mol=133.2 largest_force_ha_per_bohr=0.0531 e_homo_ev=-3.2 e_tot_ev=-52039.2199
O -2.472 0.852 -0.594 -0.75
H -1.571 0.150 1.349 0.45
C -1.804 -0.177 -0.571 0.26
O -1.044 -0.261 0.639 -0.91
O 2.584 0.411 -0.057 -1.60
Cu 3.402 -1.092 -0.973 0.64
Li 0.904 0.118 0.207 0.90

[11]
5
Properties=species:S:1:pos:R:3:nbo_charge:R:1 method="wB97M-V/def2-TZVPD" homo_lumo_gap_ev="7.3 / 7.3" relative_energy_kj_mol=98.9 largest_force_ha_per_bohr=0.1081 e_homo_ev="-8.3 / -8.3" e_tot_ev=-49784.2096
H 0.019 0.785 1.431 -0.49
C -0.497 -0.970 -0.746 0.98
O 0.354 -0.167 -0.917 -0.57
O -1.310 -1.314 0.038 -0.47
Cu 1.433 1.667 0.194 0.55

[12]
6
Properties=species:S:1:pos:R:3:nbo_charge:R:1 method="wB97M-V/def2-TZVPD" smiles="O=C(F)NF" homo_lumo_gap_ev=11.7 relative_energy_kj_mol=2.7 largest_force_ha_per_bohr=0.0677 e_homo_ev=-11.0 e_tot_ev=-10023.6686
O -1.635 0.558 -0.062 -0.53
C -0.729 -0.182 0.012 0.93
F -0.809 -1.508 -0.035 -0.31
N 0.687 0.190 0.215 -0.28
F 1.113 1.452 -0.073 -0.19
H 1.372 -0.510 -0.057 0.38

[13]
6
Properties=species:S:1:pos:R:3:nbo_charge:R:1 method="wB97M-V/def2-TZVPD" homo_lumo_gap_ev="8.6 / 8.6" relative_energy_kj_mol=338.6 largest_force_ha_per_bohr=0.0908 e_homo_ev="-8.4 / -8.4" e_tot_ev=-10020.1872
C 0.941 0.173 -0.065 1.10
N -1.561 -0.654 -0.012 -0.56
O -0.321 0.188 -0.053 -0.33
F 1.711 -0.864 0.003 -0.26
F 1.654 1.258 -0.006 -0.26
H -2.425 -0.101 0.134 0.31

[14]
8
Properties=species:S:1:pos:R:3:nbo_charge:R:1 method="wB97M-V/def2-TZVPD" homo_lumo_gap_ev="7.9 / 6.3" relative_energy_kj_mol=335.0 largest_force_ha_per_bohr=0.1923 spin_multiplicity=3 e_homo_ev="-7.5 / -11.5" e_tot_ev=-22900.9342
C 0.442 1.164 0.063 0.23
N -1.192 -0.622 0.700 -1.02
O 0.322 2.046 -0.698 -0.16
O 1.339 -1.310 -0.051 -0.78
F 0.971 1.311 1.322 -0.28
F -0.181 -0.605 -1.783 -0.47
S 0.038 -0.524 -0.163 2.08
H -1.740 -1.459 0.610 0.40

[15]
13
Properties=species:S:1:pos:R:3:nbo_charge:R:1 method="wB97M-V/def2-TZVPD" total_charge=+2 homo_lumo_gap_ev="3.6 / 2.6" relative_energy_kj_mol=322.3 largest_force_ha_per_bohr=0.1316 e_homo_ev="-16.2 / -15.6" e_tot_ev=-96303.7607
Mg -2.215 -1.467 1.037 1.80
N 0.692 -1.051 1.909 -0.80
S 0.657 -1.380 0.323 1.38
O -0.768 -1.080 -0.200 -1.13
S -0.596 -0.173 2.675 0.89
O -1.863 0.995 3.037 -0.44
C 1.787 -0.004 -0.226 0.83
F 2.922 -0.075 0.453 -0.25
F 1.237 1.170 0.042 -0.27
F 2.074 -0.093 -1.510 -0.26
Ga -2.604 0.634 -2.543 0.98
O -1.054 1.320 -2.231 -1.25
H -0.269 1.205 -2.767 0.51

[16]
8
Properties=species:S:1:pos:R:3:nbo_charge:R:1 method="wB97M-V/def2-TZVPD" homo_lumo_gap_ev="8.3 / 7.6" relative_energy_kj_mol=389.1 largest_force_ha_per_bohr=0.1814 spin_multiplicity=3 e_homo_ev="-7.8 / -12.2" e_tot_ev=-14223.5543
C 1.670 -0.323 -0.112 0.74
N -2.014 -0.389 -0.086 0.22
N -1.947 0.697 -0.414 0.22
O 1.847 -1.417 0.196 -0.49
F -1.309 -0.956 1.024 -0.22
F 0.769 0.059 -1.072 -0.37
F -1.098 1.643 0.150 -0.21
H 2.083 0.686 0.316 0.12

[17]
8
Properties=species:S:1:pos:R:3:nbo_charge:R:1 method="wB97M-V/def2-TZVPD" total_charge=+1 homo_lumo_gap_ev="7.4 / 7.4" relative_energy_kj_mol=311.4 largest_force_ha_per_bohr=0.0714 e_homo_ev="-15.6 / -15.6" e_tot_ev=-13658.2665
C 1.845 0.144 0.355 0.78
N 1.385 -0.739 -0.513 0.07
N 0.816 -0.639 0.770 0.09
N -1.455 0.103 -0.046 0.15
F 2.544 1.141 0.541 -0.13
F -0.736 0.358 -1.151 -0.18
F -2.070 -1.058 -0.250 -0.17
H -2.329 0.692 0.294 0.41

[18]
12
Properties=species:S:1:pos:R:3:nbo_charge:R:1 method="wB97M-V/def2-TZVPD" total_charge=+1 homo_lumo_gap_ev=5.4 relative_energy_kj_mol=296.1 largest_force_ha_per_bohr=0.1290 e_homo_ev=-12.7 e_tot_ev=-43741.4658
Pb -2.647 0.640 -1.390 1.24
N 0.683 0.386 -1.354 -1.11
S 1.347 -0.987 -1.654 1.55
O 0.215 -1.682 -2.335 -0.69
S 0.370 0.993 0.115 2.04
O -1.170 1.292 -0.053 -1.06
O 1.325 2.062 0.314 -0.75
C 0.638 -0.840 1.203 0.85
F 1.710 -0.537 1.903 -0.28
F -0.447 -0.747 1.947 -0.30
F 0.719 -2.129 0.952 -0.27
H -2.745 1.549 0.351 -0.21

[19]
12
Properties=species:S:1:pos:R:3:nbo_charge:R:1 method="wB97M-V/def2-TZVPD" total_charge=+2 homo_lumo_gap_ev="8.7 / 6.2" relative_energy_kj_mol=0.0 largest_force_ha_per_bohr=0.0450 spin_multiplicity=2 e_homo_ev="-19.0 / -19.0" e_tot_ev=-70015.1066
Yb 2.565 1.938 1.299 2.15
N -0.902 0.901 -0.562 -1.08
S -1.268 1.274 -2.033 1.60
O -2.039 2.504 -2.034 -0.67
S 0.133 -0.347 -0.323 2.13
O 1.109 0.124 0.687 -1.11
O 0.630 -0.976 -1.526 -0.82
C -0.977 -1.557 0.603 0.80
F -0.765 -2.769 0.156 -0.25
F -0.685 -1.468 1.878 -0.28
F -2.217 -1.191 0.387 -0.27
H 4.415 1.568 1.468 -0.21

[20]
10
Properties=species:S:1:pos:R:3:nbo_charge:R:1 method="wB97M-V/def2-TZVPD" total_charge=-1 homo_lumo_gap_ev="6.7 / 6.6" relative_energy_kj_mol=0.0 largest_force_ha_per_bohr=0.2389 spin_multiplicity=3 e_homo_ev="-3.2 / -3.6" e_tot_ev=-37889.7950
N 1.013 1.275 -1.034 -1.03
S 1.791 1.303 0.559 -0.20
S -0.011 0.114 -1.291 1.23
C -1.453 0.318 0.036 0.72
F -1.285 -0.256 1.230 -0.34
F -1.711 1.610 0.241 -0.34
F -2.554 -0.230 -0.502 -0.36
Pd 1.337 -0.913 0.715 0.55
O 0.424 -1.272 -0.681 -0.96
H 2.449 -1.949 0.726 -0.28